1.
{"formula": "C48H96NO14Rb", "method": "ωB97M-V/def2-TZVPD", "orbital_gap_ev": 5.187, "e_above_lowest_kj_mol": 0.0, "elements": ["Rb", "C", "C", "C", "C", "C", "C", "N", "O", "C", "C", "C", "H", "H", "H", "H", "H", "H", "H", "H", "H", "H", "H", "H", "H", "H", "H", "H", "H", "H", "C", "C", "O", "C", "H", "H", "H", "H", "H", "H", "C", "C", "O", "C", "H", "H", "H", "H", "H", "H", "C", "C", "O", "C", "H", "H", "H", "H", "H", "H", "C", "C", "O", "C", "H", "H", "H", "H", "H", "H", "C", "C", "O", "C", "H", "H", "H", "H", "H", "H", "C", "C", "O", "C", "H", "H", "H", "H", "H", "H", "C", "C", "O", "C", "H", "H", "H", "H", "H", "H", "C", "C", "O", "C", "H", "H", "H", "H", "H", "H", "C", "C", "O", "C", "H", "H", "H", "H", "H", "H", "C", "C", "O", "C", "H", "H", "H", "H", "H", "H", "C", "C", "O", "C", "H", "H", "H", "H", "H", "H", "C", "C", "O", "C", "H", "H", "H", "H", "H", "H", "C", "C", "O", "C", "H", "H", "H", "H", "H", "H"], "xyz": [[1.795, -2.739, 2.879], [-2.253, -0.557, -0.320], [-0.806, -1.092, -0.204], [-0.107, -0.742, -1.536], [0.375, 0.758, -1.605], [1.298, 0.966, -0.372], [0.589, 0.779, 0.985], [-0.037, -0.584, 1.010], [-0.623, -1.016, 2.259], [-0.362, 1.945, 1.188], [1.730, 0.785, 2.039], [-0.770, -2.663, -0.289], [-2.348, 0.483, -0.630], [-2.693, -0.698, 0.667], [-2.902, -1.157, -0.958], [-0.858, -0.824, -2.322], [0.701, -1.419, -1.814], [-0.519, 1.381, -1.625], [0.874, 0.895, -2.564], [1.652, 1.990, -0.495], [2.162, 0.308, -0.471], [-0.632, 1.952, 2.244], [-1.327, 1.953, 0.680], [0.210, 2.849, 0.978], [2.376, -0.092, 1.997], [1.273, 0.809, 3.029], [2.338, 1.690, 2.017], [-1.102, -3.052, -1.252], [-1.408, -3.121, 0.467], [0.176, -3.191, -0.163], [-1.869, -4.148, 3.633], [-3.160, -3.439, 3.939], [-3.686, -3.293, 5.036], [-4.031, -3.018, 2.745], [-1.307, -4.366, 4.541], [-1.267, -3.486, 3.011], [-1.953, -5.113, 3.132], [-4.344, -3.887, 2.166], [-3.394, -2.468, 2.053], [-4.859, -2.415, 3.116], [0.173, 4.793, 4.797], [1.140, 3.636, 4.921], [0.858, 2.558, 5.387], [2.548, 4.000, 4.492], [0.579, 5.673, 5.295], [-0.796, 4.582, 5.248], [-0.081, 4.876, 3.740], [3.032, 3.043, 4.294], [3.085, 4.539, 5.273], [2.524, 4.673, 3.635], [6.931, -0.746, 2.473], [5.514, -0.838, 1.901], [4.718, -1.652, 2.335], [5.286, -0.110, 0.620], [7.526, -1.599, 2.147], [6.925, -0.683, 3.561], [7.380, 0.183, 2.121], [6.144, -0.245, -0.039], [5.135, 0.941, 0.866], [4.370, -0.348, 0.078], [1.029, 5.319, -0.898], [2.030, 5.431, -2.047], [1.836, 4.814, -3.053], [3.074, 6.514, -1.905], [0.339, 4.491, -1.063], [0.434, 6.232, -0.885], [1.644, 5.205, -0.005], [3.905, 6.381, -2.598], [3.484, 6.509, -0.895], [2.648, 7.512, -2.007], [-3.833, 2.016, 2.265], [-3.111, 2.954, 3.192], [-2.424, 2.517, 4.100], [-3.200, 4.444, 2.872], [-3.333, 2.107, 1.301], [-4.897, 2.250, 2.247], [-3.775, 0.957, 2.516], [-3.077, 4.516, 1.792], [-2.356, 5.010, 3.268], [-4.151, 4.866, 3.196], [4.792, 4.033, -0.432], [6.293, 3.896, -0.175], [6.608, 3.129, 0.721], [7.295, 4.762, -0.891], [4.547, 4.045, -1.494], [4.485, 5.018, -0.082], [4.245, 3.221, 0.048], [7.038, 4.749, -1.950], [8.299, 4.417, -0.645], [7.157, 5.788, -0.548], [4.739, -2.479, -5.567], [4.501, -2.001, -4.162], [5.339, -1.992, -3.297], [3.028, -1.583, -3.930], [4.192, -3.405, -5.744], [5.772, -2.721, -5.816], [4.368, -1.782, -6.317], [2.498, -2.483, -3.617], [2.555, -1.097, -4.783], [2.995, -0.948, -3.045], [-3.073, -3.086, -6.085], [-2.814, -3.290, -4.614], [-2.459, -4.397, -4.165], [-3.227, -2.096, -3.713], [-3.023, -4.069, -6.553], [-2.323, -2.447, -6.550], [-4.051, -2.618, -6.195], [-3.147, -2.363, -2.659], [-4.287, -1.900, -3.874], [-2.605, -1.218, -3.885], [-1.012, 3.425, -4.017], [-2.103, 2.360, -3.770], [-2.332, 1.454, -4.556], [-2.911, 2.583, -2.498], [-1.422, 4.416, -3.825], [-0.776, 3.448, -5.081], [-0.168, 3.111, -3.403], [-2.232, 2.896, -1.704], [-3.447, 1.664, -2.262], [-3.660, 3.345, -2.713], [-8.195, -1.564, -2.144], [-6.810, -0.945, -2.340], [-6.450, -0.750, -3.471], [-5.999, -0.509, -1.156], [-8.739, -0.774, -1.626], [-8.161, -2.425, -1.476], [-8.662, -1.872, -3.080], [-6.660, -0.523, -0.290], [-5.692, 0.511, -1.387], [-5.165, -1.176, -0.937], [3.927, 0.870, 5.465], [4.503, 1.590, 6.674], [5.611, 2.136, 6.586], [3.716, 1.649, 7.965], [4.332, 1.294, 4.546], [2.845, 0.995, 5.495], [4.307, -0.152, 5.460], [3.530, 0.615, 8.256], [2.752, 2.141, 7.835], [4.278, 2.265, 8.667], [0.523, -6.611, 0.224], [0.095, -7.077, -1.170], [-0.142, -8.256, -1.440], [-0.006, -5.998, -2.238], [1.100, -7.344, 0.788], [-0.338, -6.240, 0.781], [1.163, -5.744, 0.063], [-0.388, -6.437, -3.160], [1.001, -5.671, -2.497], [-0.624, -5.158, -1.922], [-4.818, -4.338, -0.793], [-5.559, -4.924, -1.919], [-6.712, -4.523, -2.157], [-4.781, -5.916, -2.803], [-3.900, -3.913, -1.199], [-4.674, -5.145, -0.075], [-5.387, -3.611, -0.213], [-4.898, -6.973, -2.564], [-3.709, -5.724, -2.784], [-5.080, -5.839, -3.848]]}

---

2.
{"formula": "C27H32As2IrN4O11", "method": "ωB97M-V/def2-TZVPD", "s2": 0.76, "total_charge": 2, "orbital_gap_ev": [6.726, 4.542], "spin_multiplicity": 2, "elements": ["Ir", "N", "C", "C", "O", "N", "C", "C", "O", "O", "H", "H", "H", "H", "H", "H", "N", "C", "C", "C", "C", "C", "C", "C", "C", "N", "C", "H", "H", "H", "H", "H", "H", "H", "H", "C", "O", "C", "O", "C", "C", "As", "C", "C", "C", "As", "C", "C", "O", "O", "C", "C", "O", "O", "C", "C", "O", "O", "C", "H", "H", "H", "H", "H", "H", "H", "H", "H", "H", "H", "H", "H", "H", "H", "H", "H", "H"], "xyz": [[-0.053, -0.026, -0.495], [0.838, 0.637, -2.216], [0.373, -0.154, -3.391], [0.273, -1.593, -2.972], [0.453, -2.538, -3.683], [0.005, -1.672, -1.595], [0.411, -2.848, -0.930], [1.422, -2.372, 0.188], [2.107, -3.159, 0.760], [1.385, -1.071, 0.417], [0.677, 1.624, -2.404], [1.839, 0.487, -2.082], [1.045, -0.083, -4.245], [-0.600, 0.224, -3.701], [0.870, -3.577, -1.593], [-0.394, -3.324, -0.370], [0.269, 1.712, 0.627], [-0.852, 2.631, 0.477], [-0.976, 3.790, 1.184], [-2.090, 4.633, 0.965], [-3.049, 4.297, 0.053], [-2.953, 3.084, -0.672], [-3.930, 2.639, -1.591], [-3.780, 1.429, -2.210], [-2.644, 0.656, -1.935], [-1.696, 1.055, -1.107], [-1.841, 2.255, -0.452], [0.445, 1.472, 1.620], [1.129, 2.161, 0.312], [-0.224, 4.066, 1.913], [-2.175, 5.549, 1.533], [-3.901, 4.944, -0.113], [-4.796, 3.258, -1.790], [-4.520, 1.050, -2.900], [-2.510, -0.315, -2.397], [-3.669, -2.479, 1.341], [-2.624, -2.409, 2.336], [-1.571, -1.709, 2.055], [-1.522, -0.906, 1.100], [-0.477, -1.704, 3.072], [0.277, -2.778, 3.349], [2.104, -2.747, 4.257], [1.672, -3.184, 6.126], [2.250, -0.769, 4.352], [1.066, -0.274, 4.816], [-0.070, 0.208, 3.360], [-1.750, 0.953, 4.036], [0.581, -0.288, 6.236], [-0.566, -0.078, 6.539], [1.580, -0.444, 7.096], [1.209, -0.443, 8.492], [3.017, 0.025, 3.297], [2.571, 0.977, 2.699], [4.294, -0.288, 3.108], [4.982, -1.323, 3.833], [-0.109, -4.022, 2.556], [-0.634, -3.905, 1.472], [0.093, -5.241, 3.012], [0.503, -5.518, 4.355], [-4.442, -3.097, 1.780], [-3.271, -2.945, 0.442], [-4.047, -1.483, 1.123], [1.947, -4.218, 6.315], [0.623, -3.033, 6.371], [2.288, -2.542, 6.746], [-2.205, 0.329, 4.798], [-2.427, 1.104, 3.195], [-1.499, 1.914, 4.484], [2.131, -0.292, 9.042], [0.760, -1.401, 8.750], [0.500, 0.355, 8.695], [6.036, -1.087, 3.736], [4.782, -2.293, 3.382], [4.705, -1.319, 4.885], [0.229, -6.552, 4.535], [-0.019, -4.877, 5.062], [1.584, -5.418, 4.444]]}

---

3.
{"formula": "C5H10S", "method": "ωB97M-V/def2-TZVPD", "orbital_gap_ev": 8.538, "e_above_lowest_kj_mol": 453.1, "elements": ["C", "C", "C", "C", "C", "S", "H", "H", "H", "H", "H", "H", "H", "H", "H", "H"], "xyz": [[-0.407, -0.659, 0.194], [-1.070, 0.320, -0.379], [-0.013, -1.965, -0.447], [-1.439, 1.669, 0.257], [1.703, 1.014, 0.360], [2.884, -0.072, 0.052], [0.121, -0.364, 1.190], [1.125, -2.152, -0.221], [-0.190, -2.022, -1.576], [-0.589, -2.851, -0.132], [-2.456, 1.773, 0.104], [-1.014, 2.607, -0.279], [-1.366, 1.563, 1.299], [1.421, 1.610, -0.460], [-1.561, 0.138, -1.346], [2.854, -0.610, 1.386]]}